No. 1
Density functional theory data (the ωB97M-V functional and the def2-TZVPD basis) for a molecular structure, C13H31N4O9SZr.

Summary:
LUMO level (spin up / spin down), eV: -1.216 / -1.696
Largest force on an atom, Eh/bohr: 0.1705
HOMO level (spin up / spin down), eV: -8.5 / -8.6
Spin multiplicity: 2
⟨S²⟩: 0.751
E_tot, eV: -50484.53108

Positions of all 59 atoms, in Å:
Zr: -0.7998 -2.1045 -2.2654
C: -0.2218 -0.0752 0.7310
O: -0.6155 -0.7025 -0.5274
H: -0.0187 0.9746 0.5194
H: -1.0285 -0.3691 1.4026
H: 0.5717 -0.5605 1.2992
S: -2.7753 -1.5405 -4.1667
O: -1.9237 -2.6725 -3.8711
O: -2.5684 -0.7251 -5.3204
O: -4.1716 -1.9105 -3.9841
O: -2.2836 -0.8533 -2.9939
C: -2.3099 5.4167 -1.2629
O: -3.0554 5.2058 -2.2952
N: -2.2720 4.7097 -0.1462
C: -1.3029 4.9864 0.8979
C: -3.1141 3.5469 0.0061
H: -1.5171 6.1750 -1.3567
H: -1.7473 5.6129 1.6714
H: -0.4237 5.4753 0.4785
H: -1.0576 4.0410 1.3818
H: -3.7133 3.5988 0.9151
H: -3.7556 3.2588 -0.8268
H: -2.3105 2.8483 0.2391
C: 1.9145 -3.0797 4.6097
O: 2.6482 -3.0234 5.5609
N: 0.5691 -3.1093 4.6238
C: -0.2043 -3.1365 3.4102
C: -0.0771 -2.8553 5.9720
H: 2.1928 -2.9829 3.5488
H: -0.6066 -2.2892 2.8550
H: -1.0790 -3.7834 3.4781
H: 0.4649 -3.6930 2.7540
H: -0.9346 -3.5195 6.0801
H: 0.6373 -3.0390 6.7744
H: -0.4801 -1.8546 6.1278
C: 1.8739 -3.6460 -0.6214
O: 1.2525 -2.7399 -1.1469
N: 3.0504 -3.5401 0.0714
C: 3.5345 -4.7580 0.8631
C: 3.5542 -2.2376 0.5943
H: 1.5851 -4.7076 -0.6618
H: 3.5209 -4.6073 1.9425
H: 4.5941 -4.9075 0.6555
H: 2.9296 -5.6409 0.6564
H: 4.6146 -2.0864 0.3925
H: 3.1285 -1.4786 -0.0620
H: 3.3341 -2.0250 1.6405
C: 0.7550 2.2143 -4.5867
O: 1.5685 2.7419 -5.2822
N: 0.2747 2.7734 -3.4487
C: -0.7810 2.0858 -2.6613
C: 0.3906 4.1741 -3.1639
H: 0.2742 1.2393 -4.7609
H: -0.5893 1.0156 -2.5840
H: -1.6610 2.1994 -3.2943
H: -0.9093 2.4260 -1.6337
H: -0.5695 4.6197 -3.4242
H: 0.4747 4.2255 -2.0784
H: 1.1696 4.6893 -3.7259

Cartesian forces (eV/Å) of the 6 atoms listed first:
-0.3 3.4 3.0
-1.3 -1.9 -1.6
0.7 -1.6 -1.3
-0.2 0.0 0.6
-0.6 1.3 0.2
1.1 -0.1 -0.7

No. 2
Density functional theory data (the ωB97M-V functional and the def2-TZVPD basis) for 4 unconnected molecules or ions with the total composition C13H31NO18P4.

Summary:
LUMO level, eV: -1.659
Largest force on an atom, Eh/bohr: 0.1564
SMILES string: NC1=C(P(=O)(O)O)C(=O)OC1=O.COP(=O)(OC)OC.COP(=O)(OC)OC.COP(=O)(OC)OC
HOMO level, eV: -9.5
E_tot, eV: -89486.47482

Positions of all 67 atoms, in Å:
N: 3.1697 -2.7891 5.2644
C: 3.2259 -3.4542 4.0466
C: 3.3968 -2.9010 2.8359
P: 3.5464 -1.1521 2.4644
O: 2.1966 -0.6686 2.1739
O: 4.4625 -1.0600 1.1681
O: 4.1448 -0.2915 3.6605
C: 3.3891 -3.9796 1.8128
O: 3.4089 -3.8594 0.6378
O: 3.3474 -5.1770 2.4976
C: 3.0826 -4.9367 3.8215
O: 2.7960 -5.7853 4.5939
H: 2.8231 -3.3916 6.0040
H: 4.1057 -2.5101 5.5346
H: 5.1219 -0.3562 1.2362
H: 4.9672 -0.6420 4.0304
C: -0.4062 0.3283 2.3784
O: -1.3902 1.3880 2.2852
P: -2.9236 1.1399 2.8967
O: -3.4907 2.3647 2.2458
O: -2.4180 1.3566 4.4219
C: -1.8583 2.6184 4.7686
O: -4.3367 0.5639 3.5286
C: -5.3685 0.2146 2.5902
H: 0.5439 0.7230 2.0519
H: -0.3075 -0.0250 3.4073
H: -0.6861 -0.5005 1.7285
H: -2.1272 3.3918 4.0494
H: -0.7709 2.5367 4.8202
H: -2.2402 2.8908 5.7510
H: -4.9673 -0.2981 1.7177
H: -5.8899 1.1168 2.2765
H: -6.0666 -0.4478 3.0975
C: 2.0808 -3.0003 -1.5688
O: 1.5139 -2.8951 -2.8951
P: -0.0907 -3.1824 -3.0737
O: -0.2419 -3.2501 -4.5416
O: -0.5585 -1.7959 -2.4034
C: -0.3611 -0.5809 -3.1412
O: -1.3988 -3.9303 -2.4661
C: -1.5792 -5.3083 -2.8394
H: 3.1089 -2.6569 -1.6112
H: 1.5264 -2.3743 -0.8648
H: 2.0669 -4.0331 -1.2348
H: -0.2047 -0.7719 -4.2012
H: 0.5015 -0.0473 -2.7403
H: -1.2453 0.0375 -3.0166
H: -0.6385 -5.8570 -2.8320
H: -2.0238 -5.3586 -3.8316
H: -2.2565 -5.7605 -2.1183
C: 1.1279 5.7029 -3.1322
O: 0.7494 4.4752 -3.7820
P: -0.7804 3.9164 -3.5470
O: -0.7105 2.5598 -4.1291
O: -1.4714 5.0231 -4.4951
C: -1.2903 4.9086 -5.9045
O: -2.0659 3.9185 -2.5729
C: -2.0433 2.9617 -1.4894
H: 2.1135 5.9799 -3.4969
H: 0.4231 6.5028 -3.3701
H: 1.1774 5.5664 -2.0515
H: -0.9697 3.9080 -6.1924
H: -0.5472 5.6352 -6.2386
H: -2.2426 5.1321 -6.3809
H: -1.0556 2.9001 -1.0361
H: -2.3388 1.9843 -1.8658
H: -2.7557 3.2825 -0.7338

Cartesian forces (eV/Å) of the 6 atoms listed first:
0.3 -0.9 0.2
-0.2 0.5 -0.7
1.1 0.3 0.6
-2.7 0.3 -1.2
0.1 -0.1 0.2
0.9 0.0 0.8

No. 3
Density functional theory data (the ωB97M-V functional and the def2-TZVPD basis) for 3 unconnected molecules or ions with the total composition C13H31NO5.

Summary:
LUMO level, eV: 0.514
Largest force on an atom, Eh/bohr: 0.0202
SMILES string: CC1(C)CCCC(C)(C)N1O.OCCO.OCCO
Energy above the lowest of the compared OMol25 structures with the same formula, charge and spin, kcal/mol: 6.3
HOMO level, eV: -8.7
E_tot, eV: -25709.08816

Positions of all 50 atoms, in Å:
C: -2.8660 0.6417 -2.3390
C: -1.6477 -0.2261 -2.0120
C: -1.8984 -0.8793 -0.6586
C: -1.4413 -1.2898 -3.0682
C: -0.8647 -0.7623 -4.3703
C: 0.4363 0.0075 -4.1240
C: 0.3719 1.0531 -3.0155
C: 1.8078 1.3013 -2.5409
C: -0.1899 2.3484 -3.6286
N: -0.3866 0.5385 -1.8737
O: -0.5395 1.5492 -0.8975
H: -2.7566 1.1542 -3.2969
H: -3.7145 -0.0319 -2.4730
H: -3.0902 1.3962 -1.5892
H: -1.8627 -0.1396 0.1382
H: -2.9105 -1.2974 -0.6557
H: -1.1905 -1.6795 -0.4469
H: -0.8221 -2.1022 -2.6802
H: -2.4210 -1.7344 -3.2784
H: -0.6648 -1.5995 -5.0433
H: -1.5948 -0.1489 -4.9121
H: 0.7867 0.4900 -5.0349
H: 1.1764 -0.7509 -3.8449
H: 2.2445 0.3778 -2.1724
H: 1.8354 2.0541 -1.7501
H: 2.3882 1.7273 -3.3638
H: -1.1806 2.2144 -4.0595
H: 0.4494 2.6923 -4.4441
H: -0.2188 3.1799 -2.9186
H: -1.0400 2.2709 -1.3002
O: 2.2267 -1.9671 4.4854
C: 2.0535 -3.2931 4.9810
C: 3.2817 -4.1004 4.7118
O: 4.3156 -3.7270 5.6048
H: 1.3636 -1.5479 4.4395
H: 1.8063 -3.2620 6.0478
H: 1.1992 -3.7813 4.4929
H: 3.5574 -3.9747 3.6630
H: 3.0164 -5.1503 4.8989
H: 5.1607 -3.7013 5.1494
O: -1.6233 2.9218 2.3333
C: -0.7099 1.8755 2.6438
C: -0.0202 2.1262 3.9588
O: -0.9469 2.0659 5.0391
H: -1.1411 3.5888 1.8376
H: -1.2206 0.9123 2.6714
H: 0.0296 1.7823 1.8381
H: 0.5232 3.0754 3.9728
H: 0.6906 1.3178 4.1519
H: -1.7580 2.4845 4.7328

Cartesian forces (eV/Å) of the 6 atoms listed first:
0.0 -0.1 -0.8
0.4 0.7 0.5
-0.5 -0.2 0.1
-0.4 -0.3 -0.5
0.1 0.3 -0.3
-0.2 -1.0 0.2

No. 4
Density functional theory data (the ωB97M-V functional and the def2-TZVPD basis) for a molecular structure, C13H32KNO8P.

Summary:
LUMO level (spin up / spin down), eV: 3.771 / 3.771
Largest force on an atom, Eh/bohr: 0.0704
HOMO level (spin up / spin down), eV: -0.7 / -0.7
Spin multiplicity: 2
Net charge: -2
⟨S²⟩: 0.759
E_tot, eV: -57482.04381

Positions of all 56 atoms, in Å:
K: 3.4029 -14.8518 -4.7456
C: -0.2282 -13.5529 -1.5451
C: -0.0719 -14.4872 -2.7561
O: 0.8044 -14.0686 -3.8326
H: -0.7799 -12.7007 -1.9419
H: 0.7609 -13.2875 -1.1718
H: -0.7563 -13.9936 -0.6996
H: -1.1131 -14.6009 -3.0580
H: 0.1762 -15.4754 -2.3689
P: 2.5636 -13.2706 -7.4524
O: 2.9980 -13.1820 -8.9505
O: 1.5368 -12.1426 -7.3245
O: 3.6246 -12.7717 -6.4198
O: 1.6697 -14.4706 -7.0483
C: 2.8871 -18.9739 -2.6001
C: 3.5172 -17.9598 -1.6743
C: 3.8087 -18.5653 -0.3210
C: 4.7782 -17.8873 0.5910
C: 6.0370 -17.4695 -0.1557
C: 5.7888 -16.7136 -1.4563
N: 4.7838 -17.5252 -2.2594
O: 4.6877 -17.2517 -3.6576
C: 5.4422 -15.1740 -1.1679
C: 7.2063 -16.7523 -2.1977
C: 2.3850 -16.8486 -1.5191
H: 3.5855 -19.7666 -2.8682
H: 2.5229 -18.5484 -3.5352
H: 1.9069 -19.3477 -2.3043
H: 2.8662 -18.6896 0.2122
H: 4.2621 -19.5557 -0.3627
H: 5.0612 -18.4661 1.4701
H: 4.3196 -16.9727 0.9670
H: 6.6318 -18.3646 -0.3379
H: 6.5408 -16.7392 0.4776
H: 4.4707 -15.1381 -0.6748
H: 6.2024 -14.6431 -0.5950
H: 5.3120 -14.5195 -2.0297
H: 7.2344 -16.2518 -3.1655
H: 8.0042 -16.3742 -1.5585
H: 7.5806 -17.7642 -2.3531
H: 2.4412 -16.3449 -0.5541
H: 1.3760 -17.2578 -1.5686
H: 2.4883 -16.1812 -2.3748
H: 4.9391 -18.0942 -4.0431
C: 6.4879 -14.6602 -5.9418
O: 6.0684 -13.5586 -6.7205
H: 7.4745 -14.9974 -6.2598
H: 6.6076 -14.1746 -4.9733
H: 5.7740 -15.4766 -5.8328
H: 5.2418 -13.1912 -6.3990
C: 1.3736 -17.6098 -6.4123
O: 2.4419 -16.8831 -6.7792
H: 0.7445 -17.0321 -5.7351
H: 0.8695 -17.7893 -7.3619
H: 1.6724 -18.4808 -5.8290
H: 2.1303 -16.0075 -7.0195

Cartesian forces (eV/Å) of the 6 atoms listed first:
-1.2 0.5 -0.3
0.7 0.2 -0.5
1.5 0.6 -1.8
-1.3 -1.0 3.0
0.2 0.4 0.5
0.1 0.4 -0.1